(1)
The following is a quantum chemistry calculation of a 6-piece molecular cluster, C57H132N3O6P2S overall, from OMol25.

Computed properties:
Total charge ... +3
Gap between HOMO and LUMO ... 8.85 eV

CARTESIAN COORDINATES (ANGSTROEM)
S1 -0.523248 -0.737603 0.004940
O1 0.125487 -1.905822 0.600874
O2 -0.444688 0.463758 0.773678
O3 0.069182 -0.530776 -1.301467
O4 -1.927720 -1.072534 -0.090309
C1 2.219663 -4.674054 0.419875
C2 3.703931 -4.193666 0.159383
C3 3.819836 -3.367405 -1.228329
C4 3.466790 -1.842599 -0.965439
P1 3.371197 -0.924110 -2.485435
C5 2.044259 -1.650984 -3.523662
C6 1.756422 -0.875933 -4.820245
C7 0.294733 -0.224742 -4.819321
C8 0.141486 1.009177 -5.850941
C9 2.984938 0.862535 -2.052584
C10 4.050225 1.754126 -1.434851
C11 4.293039 2.941984 -2.499477
C12 5.507773 3.719791 -2.051682
C13 5.074239 -1.176716 -3.258586
C14 5.589003 -0.076383 -4.264292
C15 5.983818 -0.689185 -5.618789
C16 4.745465 -1.003400 -6.604014
H1 2.122030 -5.149491 1.395850
H2 1.861790 -5.326901 -0.376256
H3 1.416377 -3.939624 0.361231
H4 4.454032 -4.979076 0.252036
H5 3.891790 -3.524425 0.998972
H6 3.204336 -3.840462 -1.993492
H7 4.827286 -3.426868 -1.640165
H8 4.206594 -1.290883 -0.385435
H9 2.506080 -1.720579 -0.465171
H10 1.291289 -1.798116 -2.749391
H11 2.295293 -2.693885 -3.717143
H12 1.767972 -1.396222 -5.777987
H13 2.398695 -0.032763 -5.074513
H14 -0.097509 0.147354 -3.872867
H15 -0.466371 -0.976340 -5.028888
H16 -0.930219 1.170962 -5.966584
H17 0.642624 0.795140 -6.794947
H18 0.557927 1.881737 -5.347625
H19 2.297867 0.644354 -1.235012
H20 2.389927 1.179923 -2.908923
H21 4.954440 1.189950 -1.206353
H22 3.623300 2.189316 -0.531276
H23 3.446492 3.627476 -2.538878
H24 4.564284 2.625114 -3.506510
H25 6.353389 3.045406 -2.186749
H26 5.515523 4.032447 -1.007518
H27 5.912586 4.519162 -2.672342
H28 4.916956 -2.124242 -3.773913
H29 5.712016 -1.366529 -2.395272
H30 6.423457 0.445329 -3.795670
H31 4.779080 0.602845 -4.530295
H32 6.676347 -1.517894 -5.471295
H33 6.654208 -0.064841 -6.209433
H34 5.107938 -1.401453 -7.551784
H35 4.326470 -0.040236 -6.895322
H36 3.924389 -1.613573 -6.227695
C17 4.302029 3.535854 6.839132
C18 2.988003 2.768287 6.626435
C19 1.780011 3.345365 5.872727
C20 1.813705 3.753751 4.356916
P2 1.160240 2.422185 3.136592
C21 2.003635 0.829968 3.138725
C22 3.525538 0.823919 2.970195
C23 4.217758 -0.522167 2.894214
C24 5.714258 -0.443921 3.104182
C25 -0.617754 2.141490 3.635565
C26 -1.277779 3.333656 4.290229
C27 -2.866620 3.158673 4.358217
C28 -3.664981 4.514633 4.519714
C29 1.135124 3.179158 1.475708
C30 2.239683 4.218390 1.101725
C31 1.942182 5.034509 -0.101864
C32 3.184410 5.890809 -0.714905
H37 5.143717 2.843476 6.855522
H38 4.346017 4.090586 7.776387
H39 4.543535 4.243068 6.045656
H40 2.676905 2.634058 7.662444
H41 3.330875 1.816877 6.219795
H42 1.315952 4.079090 6.531809
H43 1.114922 2.481959 5.855501
H44 2.845991 3.577474 4.054568
H45 1.351681 4.722621 4.167427
H46 1.499445 0.208642 2.398562
H47 1.779164 0.197664 3.997738
H48 3.765029 1.223508 3.955622
H49 3.861128 1.472008 2.160586
H50 4.102670 -0.802665 1.847222
H51 3.777460 -1.386215 3.391863
H52 6.214712 0.433200 2.693930
H53 6.175044 -1.257173 2.543491
H54 6.038560 -0.512833 4.142535
H55 -0.599115 1.385006 4.420093
H56 -1.267603 1.861736 2.806387
H57 -1.038602 4.308983 3.866408
H58 -1.017812 3.380061 5.347757
H59 -3.117270 2.513041 5.199906
H60 -3.304148 2.740569 3.451650
H61 -3.332986 5.154621 3.702220
H62 -3.376240 4.888054 5.502207
H63 -4.742578 4.537018 4.682144
H64 0.139278 3.524115 1.197490
H65 1.103602 2.268999 0.876779
H66 3.148986 3.637902 0.945854
H67 2.291989 4.940194 1.916800
H68 1.080533 5.683510 0.054552
H69 1.660946 4.376817 -0.924329
H70 3.103626 5.893545 -1.801904
H71 4.131861 5.400327 -0.491603
H72 3.041945 6.883151 -0.287038
C33 -0.479196 -4.655513 -2.146502
C34 -1.912810 -4.404989 -1.629620
N1 -2.917043 -3.729775 -2.635728
C35 -2.244043 -2.588965 -3.381587
C36 -3.554620 -4.714285 -3.671554
C37 -2.605768 -5.451955 -4.711461
C38 -4.047615 -3.049185 -1.749031
C39 -5.006781 -3.933538 -0.894989
O5 -4.292718 -4.907161 -0.213059
C40 -5.099540 -6.015482 0.212459
H73 0.200621 -5.327374 -1.622532
H74 -0.018774 -3.685690 -2.335045
H75 -0.496309 -5.102289 -3.140582
H76 -1.736495 -3.692894 -0.823431
H77 -2.417719 -5.323576 -1.330670
H78 -1.782988 -2.972130 -4.291930
H79 -1.552252 -2.187152 -2.641266
H80 -3.028154 -1.868946 -3.615783
H81 -4.329338 -4.132307 -4.170756
H82 -4.112047 -5.440771 -3.080284
H83 -3.136874 -5.865204 -5.568931
H84 -2.158092 -6.299849 -4.193047
H85 -1.905428 -4.740229 -5.148569
H86 -4.753294 -2.515823 -2.385921
H87 -3.503660 -2.292677 -1.183405
H88 -5.830332 -4.355911 -1.470726
H89 -5.396410 -3.438881 -0.005265
H90 -5.701803 -5.756634 1.083311
H91 -4.578437 -6.902632 0.572365
H92 -5.852328 -6.379944 -0.486518
C41 -2.366875 -3.031158 5.887129
C42 -2.845483 -3.670144 4.552741
N2 -2.076968 -3.087000 3.328733
C43 -0.598850 -3.182918 3.609900
C44 -2.439310 -3.819162 2.035728
C45 -1.778404 -5.162228 1.929954
C46 -2.386727 -1.490793 3.269360
C47 -3.816733 -1.057979 2.807869
O6 -4.700901 -1.391382 3.869705
C48 -5.919558 -1.933068 3.538869
H93 -1.281837 -2.968276 5.969885
H94 -2.759328 -3.562279 6.754307
H95 -2.832236 -2.045510 5.882008
H96 -3.890008 -3.453573 4.328764
H97 -2.583231 -4.727675 4.583414
H98 -0.335447 -2.286894 4.171913
H99 -0.071509 -3.260956 2.659154
H100 -0.322640 -4.038851 4.225681
H101 -2.048821 -3.135787 1.281665
H102 -3.527249 -3.872183 1.994698
H103 -1.832458 -5.822940 2.795183
H104 -0.843576 -5.013750 1.389449
H105 -2.355615 -5.812975 1.273099
H106 -1.683803 -1.017676 2.583668
H107 -2.253724 -1.003434 4.235221
H108 -4.143071 -1.615475 1.929912
H109 -3.788515 0.027923 2.717704
H110 -6.689916 -1.307940 3.990404
H111 -6.019705 -2.903000 4.025995
H112 -6.027641 -1.944011 2.454300
C49 -1.614211 6.699360 -2.665891
C50 -1.134498 5.476277 -3.342672
C51 -2.244430 4.438971 -3.339091
C52 -2.385815 3.922466 -1.882869
N3 -3.215470 2.659325 -1.571511
C53 -4.693109 2.698232 -2.149841
C54 -5.358058 1.657643 -1.274905
C55 -4.735635 1.570701 0.118921
C56 -3.466162 2.499701 -0.037506
C57 -2.444877 1.423606 -2.043177
H113 -1.806638 6.692392 -1.593034
H114 -2.532298 7.072513 -3.119729
H115 -0.904484 7.517445 -2.788871
H116 -0.255814 5.114246 -2.808871
H117 -0.781959 5.612059 -4.365114
H118 -1.844185 3.603717 -3.913783
H119 -3.123996 4.763712 -3.894959
H120 -2.593528 4.738574 -1.190829
H121 -1.414407 3.769656 -1.412637
H122 -4.701285 2.579013 -3.233267
H123 -5.085022 3.673292 -1.860415
H124 -5.299113 0.652670 -1.692819
H125 -6.425911 1.865595 -1.207532
H126 -4.417348 0.531331 0.199546
H127 -5.387096 1.855114 0.945237
H128 -2.528274 2.137546 0.383574
H129 -3.661094 3.537928 0.231146
H130 -1.523627 1.428997 -1.460624
H131 -2.220703 1.539930 -3.103516
H132 -2.973744 0.485721 -1.873568

Forces on the atoms, in the same order (eV/Å):
0.2 -2.4 -0.6
1.1 -0.8 1.4
0.9 3.1 2.4
0.8 0.6 -2.3
-3.4 -0.7 -0.8
0.5 -0.2 -0.7
-1.6 1.2 -0.8
0.3 0.2 2.1
-0.3 -1.2 -0.5
1.2 0.8 -0.8
1.2 -0.2 0.1
-2.9 1.7 -0.1
0.1 0.9 -0.9
0.1 -1.8 1.7
-0.6 -2.6 0.6
-0.4 1.4 -2.9
1.0 0.1 1.5
1.7 -0.3 0.0
-1.5 0.8 -0.3
-0.4 -1.0 -0.2
-0.5 -0.6 -1.1
1.4 0.7 0.7
0.1 -0.3 -0.1
0.5 -0.7 0.1
0.6 1.0 0.3
-0.3 -0.2 -0.3
0.4 0.3 -0.1
-0.4 0.2 0.2
0.2 0.0 0.3
0.3 -0.4 0.2
-0.3 -0.2 0.2
-0.9 0.8 -0.4
0.6 0.0 -0.2
0.2 -0.9 0.5
0.6 0.0 0.7
0.8 0.0 0.5
0.2 -0.3 -0.5
0.1 0.1 -0.4
-0.2 0.2 0.0
0.2 0.1 -0.3
-0.8 -0.1 -0.3
0.2 0.7 0.1
0.2 0.3 0.0
0.3 0.0 0.0
-0.4 -0.4 0.0
-0.6 -0.6 0.0
0.2 -0.4 0.5
-0.1 0.0 -0.1
-1.0 0.5 -0.1
0.3 -0.1 -0.1
0.3 0.1 -0.2
-0.1 0.2 -0.1
0.0 0.4 0.5
-0.5 -0.6 0.2
-0.3 0.7 0.2
0.1 -0.4 0.2
-0.2 0.2 0.2
0.4 -0.2 0.2
0.4 0.7 -0.6
1.2 0.4 0.3
-0.6 -1.1 -0.2
0.9 -2.4 0.2
-2.2 1.7 1.2
0.1 -1.3 -0.7
-0.6 0.4 1.9
0.0 -0.1 -1.9
0.8 -0.3 0.1
0.5 0.2 0.1
-2.1 0.6 0.9
-0.6 1.0 -0.3
1.6 -0.6 1.1
0.2 -0.3 -0.5
-0.6 -0.8 1.1
0.9 0.4 -2.6
-2.0 -1.1 1.1
-0.1 -0.1 0.1
-0.2 0.0 -0.1
-0.1 0.1 -0.1
-0.6 -0.7 -0.2
-0.6 -0.3 -0.1
-0.1 0.3 -0.5
-0.5 0.0 0.6
0.5 1.4 -0.2
0.4 -0.2 -0.4
-0.3 0.4 -0.8
-0.2 0.6 0.7
1.0 0.7 -0.2
0.1 0.1 0.1
-0.1 -0.3 -0.3
-0.2 0.4 0.6
-0.4 0.4 0.0
0.1 -0.3 0.3
-0.2 -0.1 0.0
0.0 -0.5 -0.4
0.6 -0.6 -0.3
0.0 0.0 -0.3
0.4 0.2 -0.1
0.1 -0.2 -0.1
0.5 -0.6 -0.2
-0.3 0.4 0.3
0.6 0.7 -0.2
-0.1 -0.8 -0.9
-0.3 0.5 0.8
0.6 -0.2 -0.5
0.4 0.4 0.4
0.7 -0.3 0.3
0.0 0.2 0.1
-0.3 -0.3 -0.1
-0.2 0.3 0.1
-0.1 0.4 0.4
0.8 0.1 -0.3
-0.6 0.4 -2.1
0.7 -0.4 -0.5
-0.5 -0.4 0.1
-0.5 -0.5 0.9
0.1 -0.2 0.0
-0.7 0.8 1.3
-0.2 -0.4 -0.1
0.9 0.1 0.6
0.8 -3.1 -0.1
-0.9 0.0 0.9
-0.6 0.3 0.8
0.4 0.0 0.5
-0.2 -0.2 -0.1
-0.8 0.0 0.2
0.2 0.4 0.2
0.1 0.2 0.3
0.2 0.5 -0.4
0.2 0.0 -0.2
0.2 0.3 -0.1
0.2 -0.1 0.1
-0.5 0.2 0.3
0.5 0.3 -0.2
0.3 -0.3 0.2
0.4 0.0 -0.6
0.2 -0.2 0.3
0.0 0.0 -0.3
-0.8 1.6 -0.8
-0.1 0.5 0.2
0.9 0.4 -0.5
0.3 0.3 -0.7
-1.0 0.3 -1.0
1.3 0.3 0.0
-0.4 1.6 1.7
0.1 0.1 -0.3
-0.1 1.1 0.8
-0.6 -0.7 -1.0
-0.8 -0.3 -1.3
0.8 -1.7 1.5
1.7 0.7 0.4
-1.1 0.2 0.3
-0.2 0.0 0.1
0.0 -0.2 -0.2
0.3 0.1 0.5
0.1 -0.4 0.3
-0.4 -0.1 -0.3
0.3 -0.1 -0.3
0.0 0.5 0.1
-0.5 -0.2 -0.1
-0.2 0.0 -0.3
0.1 0.1 0.1
0.9 0.5 0.5
0.5 -0.5 0.8
-0.3 0.4 -0.5
0.3 -0.5 -0.2
0.2 -0.8 0.2
0.2 0.5 -0.5
0.0 0.0 -0.6
-0.3 0.0 -0.3
-0.1 -0.4 -0.4
-0.4 -0.4 0.0
-0.1 2.5 -0.1
0.0 -0.7 0.2
1.1 -2.0 0.4
-0.1 0.3 0.6
-0.8 -0.1 -0.4
1.7 0.1 1.7
-1.6 -0.8 -0.5
1.9 0.7 -1.0
-0.4 0.3 -1.0
0.0 1.0 0.0
0.1 -0.6 0.1
-0.1 0.0 -0.1
0.1 0.1 0.0
0.1 -0.4 0.1
-0.3 0.5 0.0
-0.1 -0.3 -0.2
-0.3 0.2 0.6
-1.6 0.0 -0.2
0.6 -0.9 -0.8
0.1 -0.2 0.2
0.2 0.2 -0.3
0.0 0.1 -0.4
0.0 0.1 -0.1
0.2 0.2 0.7
0.2 0.1 -0.2
-0.1 -0.1 0.2
-0.1 -0.2 0.6
0.0 -0.3 -0.2
0.0 0.0 0.1
-0.1 0.3 0.3

=====

(2)
The following is a quantum chemistry calculation of one molecule with the formula C2H5F2N, from OMol25.

Computed properties:
Total charge ... 0
Structure (SMILES) ... N[C@H](F)CF
Gap between HOMO and LUMO ... 11.32 eV

CARTESIAN COORDINATES (ANGSTROEM)
C1 0.133183 -0.994326 0.299920
C2 -0.090019 0.485857 0.439083
N1 0.053542 1.074469 -0.843001
F1 -0.916764 -1.582270 -0.385315
F2 0.874386 0.834439 1.386726
H1 0.243341 -1.608094 1.092275
H2 1.043589 -1.346991 -0.310768
H3 -0.980434 0.551528 0.984272
H4 -0.107688 2.033832 -1.031971
H5 -0.253138 0.551555 -1.631221

Forces on the atoms, in the same order (eV/Å):
1.5 -1.1 -4.3
1.4 -1.7 -0.5
0.7 0.2 0.6
-1.1 0.1 -0.6
0.5 0.9 -0.4
0.1 -0.9 3.7
-0.8 1.5 0.6
-1.8 1.0 0.5
-0.4 0.8 0.6
-0.1 -0.9 -0.1

=====

(3)
The following is a quantum chemistry calculation of C8H13N4O6Pb as an isolated structure, from OMol25.

Computed properties:
Total charge ... +1
Gap between HOMO and LUMO ... 7.20 eV

CARTESIAN COORDINATES (ANGSTROEM)
C1 0.510694 -0.223392 2.320950
Pb1 -0.354236 0.245219 0.263884
N1 -0.321562 0.430931 -2.452477
N2 -0.497971 -2.503417 -0.139638
H1 0.642030 0.442757 -2.780564
H2 -2.123162 0.401925 0.575946
H3 0.554559 0.711004 2.897092
H4 1.518904 -0.599082 2.112732
H5 -0.109988 -0.973609 2.830908
H6 0.163175 -2.932258 -0.788979
H7 -1.446116 -2.754016 -0.432165
H8 -0.353654 -2.930859 0.778973
H9 -0.863761 -0.213245 -3.040143
H10 -0.700994 1.374718 -2.582131
O1 -0.340121 2.913055 -0.435238
C2 0.882621 2.801214 -0.134399
O2 1.500320 1.660349 -0.045769
C3 1.695102 4.044284 0.164292
C4 3.083999 4.007457 0.405972
C5 3.781776 5.203978 0.688719
C6 3.120032 6.431883 0.758297
C7 1.739154 6.451670 0.542705
C8 1.024540 5.269289 0.251630
N3 1.034738 7.699330 0.620574
O3 1.690672 8.735647 0.864526
O4 -0.200044 7.702646 0.441687
N4 5.202322 5.157159 0.911741
O5 5.781869 4.053179 0.862349
O6 5.802720 6.229603 1.143923
H11 3.633973 3.072244 0.378317
H12 3.657695 7.349077 0.987383
H13 -0.052420 5.299423 0.093471

Forces on the atoms, in the same order (eV/Å):
0.6 -0.3 -0.4
-0.1 0.6 0.5
-0.2 -0.1 0.7
-0.1 0.5 0.1
-0.1 0.0 0.0
0.4 0.0 -0.8
-0.1 -0.2 -0.5
-0.3 0.1 0.3
0.1 0.3 -0.4
-0.2 0.1 0.2
0.4 0.0 0.0
0.0 0.1 -0.3
0.3 0.3 0.3
0.1 -0.3 0.2
1.6 -1.1 0.8
-0.5 0.4 -0.4
-1.3 0.1 0.0
0.5 0.4 0.2
0.0 0.5 0.0
-1.9 -0.5 -0.4
-0.2 -0.1 0.0
0.6 -2.0 -0.2
0.2 0.5 0.0
-1.6 3.2 0.2
-1.0 -2.3 -0.5
2.3 -0.4 0.3
3.4 0.2 0.6
-1.4 1.8 0.0
-1.5 -2.0 -0.5
-0.1 0.2 0.0
-0.1 -0.2 -0.1
0.3 0.1 0.0

=====

(4)
The following is a quantum chemistry calculation of C4H11ClF5OSc2Te as an isolated structure, from OMol25.

Computed properties:
Total charge ... -1
Gap between HOMO and LUMO (spin up / spin down) ... 4.23 / 4.23 eV

CARTESIAN COORDINATES (ANGSTROEM)
Sc1 -1.585868 1.115832 2.196346
Cl1 -0.621851 2.062640 -0.374819
C1 -2.427508 -0.190737 0.530601
H1 -3.154845 -0.880481 1.001542
H2 -1.682149 -0.805444 -0.010037
H3 -3.036924 0.354881 -0.208875
Sc2 0.376984 0.177699 -1.572997
C2 2.331626 0.697291 -2.420076
C3 -0.769913 -0.303317 -3.374627
C4 0.701173 -1.671017 -0.580216
H4 -1.031393 -1.369760 -3.376115
H5 -1.671440 0.307395 -3.439400
H6 -0.111093 -0.087015 -4.226498
H7 3.059870 -0.077516 -2.153110
H8 2.220644 0.724491 -3.513317
H9 2.685530 1.666476 -2.064785
H10 0.134674 -2.615897 -0.523936
H11 1.489832 -1.661276 0.195195
F1 -1.789700 -0.276586 3.512600
Te1 1.060106 0.095961 3.968362
F2 1.267862 -1.136958 2.518857
F3 2.304625 -1.230957 4.804358
F4 -2.730236 2.595534 2.505060
F5 2.590119 1.244126 4.024816
O1 0.389876 1.264634 2.581070

Forces on the atoms, in the same order (eV/Å):
-0.3 0.0 -0.9
0.5 0.1 -0.3
-0.9 0.0 0.5
0.4 -0.2 -0.1
0.2 -0.3 -0.2
0.5 0.0 0.0
-1.3 3.6 -1.4
-0.2 -0.4 0.1
0.4 -0.1 0.2
0.2 -2.3 2.0
-0.1 0.1 -0.2
-0.1 -0.1 -0.1
-0.2 -0.1 0.0
0.3 0.1 -0.1
0.1 0.0 0.2
0.1 0.0 0.0
0.4 0.1 -0.1
-0.2 -0.3 -0.1
0.3 0.1 0.4
-0.5 1.2 -1.3
0.2 -0.1 0.1
0.0 0.3 -0.3
0.1 0.0 0.1
-0.4 -0.7 0.0
0.7 -1.0 1.5

=====

Which formula does entry 3 have? C8H13N4O6Pb

=====

Which value of total charge does entry 2 give? 0

=====

Which formula does entry 2 have? C2H5F2N